An isolated ion of composition C4H12N3 and charge +1. Source: the OMol25 dataset; level of theory: ωB97M-V with the def2-TZVPD basis set.

Geometry (Å):
C: 1.82587 0.57688 -1.13472
C: 0.87635 -0.34453 -0.40734
N: 0.99927 -0.32306 1.04183
C: -0.41773 -0.30323 1.28281
N: -0.84461 0.57916 2.20425
N: -0.53681 0.14724 -0.31452
C: -1.55613 -0.42872 -1.17921
H: 1.83970 1.55747 -0.66607
H: 1.54510 0.67236 -2.18038
H: 2.83107 0.16787 -1.08840
H: 0.87088 -1.34874 -0.85509
H: 1.55871 -1.02335 1.50775
H: -0.95936 -1.25870 1.30918
H: -0.27198 1.37646 2.42514
H: -1.75403 0.51946 2.62449
H: -0.55139 1.16779 -0.37040
H: -1.55907 -1.51266 -1.07470
H: -2.53604 -0.04314 -0.90289
H: -1.35981 -0.17855 -2.22174

## Properties
**ΔE to the lowest compared entry with this formula, charge and spin**: 1.474 eV
**SMILES**: C[C@H]1N[C@@H](N)[N@@H+]1C
**Highest occupied orbital energy**: -14.3 eV
**Total charge**: +1
**E_LUMO**: -2.64 eV
**HOMO-LUMO gap**: 11.698 eV

For reference, the Löwdin charges in units of e are:
1 C -0.012
2 C -0.336
3 N 0.079
4 C -0.321
5 N 0.146
6 N -0.038
7 C -0.004
8 H 0.090
9 H 0.090
10 H 0.096
11 H 0.164
12 H 0.142
13 H 0.170
14 H 0.119
15 H 0.115
16 H 0.178
17 H 0.105
18 H 0.108
19 H 0.110

---

C18H34BCl2F3N2O5P as an isolated structure. Source: the OMol25 dataset; level of theory: ωB97M-V with the def2-TZVPD basis set.

Geometry (Å):
C: 3.07494 -3.77584 2.27915
C: 1.57185 -3.59870 2.64010
B: 0.76211 -3.27189 1.36896
O: 0.11916 -4.20030 0.58897
P: 0.53900 -1.40150 0.74154
C: 1.89121 -0.40253 1.35150
C: 1.98693 1.06141 0.88860
C: 3.28843 1.72958 1.35431
C: 3.55713 1.63915 2.86128
N: 4.05967 0.31358 3.24895
C: 3.83622 -0.23863 4.51070
C: 2.48359 -0.07151 5.15665
O: 4.68736 -0.93661 5.02830
C: 0.48983 -1.42806 -1.08404
Cl: 2.10622 -2.02782 -1.47463
C: 0.01351 -0.07789 -1.70142
C: -1.41770 -0.19348 -2.24456
Cl: 1.11648 0.50380 -2.96483
N: -0.90872 -0.71351 1.26109
C: -2.10281 -1.56955 0.98725
C: -0.87907 -0.34780 2.68038
C: -1.19719 1.07495 3.00019
O: -0.60907 -1.19400 3.49546
H: 3.45590 -2.97357 1.64310
H: 3.24450 -4.72706 1.77395
H: 3.66799 -3.77110 3.19275
H: 1.48363 -2.82677 3.40908
H: 1.20118 -4.53553 3.06523
H: 0.63287 -4.52995 -0.16027
H: 2.81748 -0.92778 1.11619
H: 1.79947 -0.46308 2.44025
H: 1.13369 1.63245 1.26832
H: 1.93421 1.11601 -0.20211
H: 3.23588 2.78909 1.08622
H: 4.14033 1.31616 0.80663
H: 2.63484 1.86419 3.39822
H: 4.27158 2.41661 3.14636
H: 5.06122 0.24530 3.09181
H: 1.76765 0.53868 4.61080
H: 2.64110 0.37521 6.14099
H: 2.05271 -1.06055 5.31927
H: -0.21170 -2.21248 -1.37201
H: 0.02108 0.67933 -0.91983
H: -1.63044 -1.19376 -2.62329
H: -2.14076 0.05905 -1.46623
H: -1.56117 0.52507 -3.04961
H: -2.16487 -2.39993 1.69178
H: -2.99746 -0.95151 1.07736
H: -2.05437 -1.95061 -0.03081
H: -1.73432 1.55916 2.18727
H: -1.78391 1.09559 3.91987
H: -0.26104 1.61474 3.17159
C: -4.05132 3.12509 -7.83570
C: -3.84365 1.86898 -7.02184
O: -3.64337 2.18244 -5.62037
C: -4.74035 2.39802 -4.91556
O: -5.87328 2.33916 -5.28039
C: -4.35585 2.71166 -3.45348
F: -3.34064 3.57483 -3.38299
F: -3.96337 1.57416 -2.84225
F: -5.38823 3.20224 -2.78997
H: -3.21500 3.81075 -7.70103
H: -4.12285 2.86847 -8.89172
H: -4.96846 3.63503 -7.54448
H: -2.93488 1.34934 -7.31518
H: -4.68514 1.18404 -7.11184

## Properties
**Highest occupied orbital energy**: -12.2 eV
**Total charge**: +1
**E_LUMO**: -3.34 eV
**HOMO-LUMO gap**: 8.870 eV

For reference, the Löwdin charges in units of e are:
1 C -0.068
2 C -0.157
3 B -0.505
4 O 0.118
5 P 1.008
6 C -0.272
7 C -0.204
8 C -0.170
9 C -0.184
10 N 0.048
11 C -0.520
12 C 0.007
13 O 0.066
14 C -0.773
15 Cl 0.699
16 C -0.773
17 C -0.108
18 Cl 0.654
19 N -0.207
20 C -0.041
21 C -0.493
22 C 0.029
23 O 0.128
24 H 0.058
25 H 0.084
26 H 0.086
27 H 0.083
28 H 0.121
29 H 0.124
30 H 0.083
31 H 0.078
32 H 0.106
33 H 0.085
34 H 0.121
35 H 0.122
36 H 0.105
37 H 0.128
38 H 0.145
39 H 0.047
40 H 0.101
41 H 0.089
42 H 0.074
43 H 0.065
44 H 0.091
45 H 0.074
46 H 0.065
47 H 0.102
48 H 0.106
49 H 0.080
50 H 0.094
51 H 0.105
52 H 0.086
53 C -0.055
54 C -0.186
55 O 0.026
56 C -0.412
57 O 0.184
58 C -0.547
59 F 0.169
60 F 0.139
61 F 0.188
62 H 0.085
63 H 0.086
64 H 0.082
65 H 0.125
66 H 0.126

---

An isolated ion of composition C10H15N2 and charge +1 in a non-equilibrium geometry. Source: the OMol25 dataset; level of theory: ωB97M-V with the def2-TZVPD basis set.

Geometry (Å):
H: -2.83805 0.06337 0.14950
N: -1.94202 0.27388 -0.35486
N: -0.84614 0.24183 0.22759
C: 0.32187 0.49701 -0.54540
C: 1.23256 1.37691 0.09901
C: 2.46444 1.61019 -0.52474
C: 2.65409 1.07855 -1.76660
C: 1.83781 0.11444 -2.40500
C: 0.66237 -0.19617 -1.76268
C: -0.37104 -1.17106 -2.35035
C: -0.67300 -0.15038 1.72212
C: -0.86392 -1.67762 1.74812
C: -1.69840 0.73846 2.57338
H: 0.89235 1.96823 0.86128
H: 3.22454 2.22287 -0.09832
H: 3.61958 1.10597 -2.33163
H: 2.20297 -0.37413 -3.27661
H: -0.86244 -1.82815 -1.67715
H: -1.10266 -0.60613 -2.90861
H: 0.14885 -1.75343 -3.00003
H: 0.33476 0.08133 2.09710
H: -1.72155 -2.16686 1.15122
H: 0.00947 -2.29451 1.39704
H: -1.05468 -2.20348 2.71134
H: -2.66904 0.78307 2.31201
H: -1.43798 1.72271 2.28678
H: -1.52474 0.54310 3.66549

## Properties
**ΔE to the lowest compared entry with this formula, charge and spin**: 4.085 eV
**SMILES**: [H]/N=[N+](/c1ccccc1C)C(C)C
**Highest occupied orbital energy (spin up / spin down)**: -13.3 / -13.3 eV
**Total charge**: +1
**E_LUMO (spin up / spin down)**: -5.38 / -5.38 eV
**HOMO-LUMO gap (spin up / spin down)**: 7.911 / 7.912 eV

For reference, the Löwdin charges in units of e are:
1 H 0.150
2 N 0.296
3 N -0.072
4 C -0.134
5 C 0.018
6 C -0.041
7 C -0.046
8 C -0.002
9 C -0.151
10 C -0.016
11 C -0.254
12 C -0.062
13 C -0.003
14 H 0.093
15 H 0.113
16 H 0.136
17 H 0.121
18 H 0.064
19 H 0.093
20 H 0.047
21 H 0.141
22 H 0.105
23 H 0.096
24 H 0.095
25 H 0.026
26 H 0.064
27 H 0.123

---

C24H18DyF5O2 as an isolated structure in a non-equilibrium geometry. Source: the OMol25 dataset; level of theory: ωB97M-V with the def2-TZVPD basis set.

Geometry (Å):
C: 0.84106 -1.36438 1.79752
C: -0.39836 -1.95993 1.46440
C: -0.28491 -2.54011 0.17170
H: -1.27129 -2.05774 2.10577
C: 1.04836 -2.26909 -0.30232
C: 1.75180 -1.58280 0.74646
H: 2.82377 -1.39528 0.81899
H: 1.08440 -0.81004 2.70183
H: -1.03106 -3.19306 -0.27004
H: 1.46882 -2.58064 -1.25733
C: -0.40268 2.59105 0.52037
C: -0.23732 1.79539 1.69276
C: 1.12842 1.42615 1.79899
H: -1.02510 1.48005 2.33723
C: 1.79610 1.77073 0.59204
C: 0.85144 2.52096 -0.20177
H: 1.07512 2.95026 -1.18564
H: -1.23469 3.24069 0.32573
H: 1.62755 1.03731 2.68038
H: 2.86328 1.60870 0.36410
Dy: 0.09419 0.06725 -0.23435
O: 0.31750 -0.12373 -2.58503
C: -0.90237 -0.64303 -3.26378
C: 0.28012 -0.93243 -4.07881
H: -1.34707 -1.47603 -2.71189
H: -1.59269 0.12987 -3.61574
H: 0.75618 -1.91588 -3.99542
H: 1.42031 -1.83904 -6.33451
C: 1.05293 -0.82247 -6.47125
C: 0.52268 -0.16639 -5.32067
C: 0.06420 1.17283 -5.46974
H: -0.34406 1.71150 -4.58935
C: 0.16954 1.82271 -6.70881
H: -0.14652 2.87273 -6.77971
C: 0.69103 1.14315 -7.81370
H: 0.77679 1.66024 -8.76262
C: 1.11198 -0.18020 -7.70743
H: 1.50593 -0.71815 -8.55991
F: -1.93041 -0.19392 9.19121
C: -1.72661 -0.18626 7.86733
C: -1.27069 0.99409 7.25445
F: -0.87565 2.03141 8.00496
C: -1.09938 1.00867 5.87351
F: -0.47089 2.00844 5.23011
C: -1.37495 -0.15289 5.06530
O: -1.26422 -0.12224 3.81142
C: -1.62770 -1.37423 5.78075
F: -1.48825 -2.50346 5.04926
C: -1.82446 -1.39293 7.14667
F: -1.95217 -2.54786 7.82656

## Properties
**Spin multiplicity**: 6
**Highest occupied orbital energy (spin up / spin down)**: -5.7 / -5.7 eV
**⟨S²⟩**: 9.14
**E_LUMO (spin up / spin down)**: -2.08 / -1.32 eV
**HOMO-LUMO gap (spin up / spin down)**: 3.637 / 4.395 eV

For reference, the Löwdin charges in units of e are:
1 C -0.208
2 C -0.157
3 C -0.198
4 H 0.110
5 C -0.246
6 C -0.213
7 H 0.120
8 H 0.101
9 H 0.101
10 H 0.096
11 C -0.172
12 C -0.190
13 C -0.191
14 H 0.081
15 C -0.220
16 C -0.229
17 H 0.100
18 H 0.097
19 H 0.120
20 H 0.117
21 Dy 1.735
22 O -0.279
23 C -0.132
24 C -0.037
25 H 0.119
26 H 0.125
27 H 0.153
28 H 0.115
29 C -0.020
30 C -0.178
31 C -0.019
32 H 0.123
33 C -0.062
34 H 0.115
35 C -0.070
36 H 0.109
37 C -0.068
38 H 0.109
39 F 0.072
40 C -0.177
41 C -0.165
42 F 0.091
43 C -0.153
44 F 0.067
45 C -0.348
46 O -0.076
47 C -0.151
48 F 0.061
49 C -0.163
50 F 0.086

---

no.,molecular weight (Da),energy (hartree)
1,102.16,-323.62410
2,528.17,-2778.02983
3,163.24,-499.20229
4,595.90,-2459.98575